The following is a DFT calculation (ωB97M-V with the def2-TZVPD basis set) of a molecular structure, C18H43Cl3F3KLiN2O2Si2 at a distorted geometry.

Summary:
- LUMO energy (eV) = -0.049
- net charge = -1
- max |F| (eV Å⁻¹) = 5.1
- total energy (eV) = -104440.74977
- orbital gap (eV) = 2.18

```
75
Properties=species:S:1:pos:R:3:mulliken_charge:R:1
C -1.017 2.675 0.068 -0.5218
C 0.096 3.441 -0.628 -0.4006
C 1.520 2.882 -0.355 -0.6347
C 1.748 1.523 -1.107 -0.9603
Si 2.042 2.836 1.473 0.1406
C 2.596 4.588 1.870 -0.6506
C 1.491 5.624 1.976 0.8459
C 2.051 6.914 2.555 -1.3474
F 0.487 5.172 2.818 -0.2720
O 0.831 2.331 2.481 0.1223
Si 0.565 0.741 2.785 0.2117
F -1.012 0.519 2.485 -0.3123
N 1.519 -0.267 1.852 0.1517
C 1.581 -1.518 2.198 0.3335
C 0.363 -2.410 2.209 -1.1359
C 2.810 -2.176 2.619 -1.3494
H -1.131 3.081 1.069 0.2627
H -1.971 2.838 -0.423 0.5066
H -0.799 1.626 0.205 -0.4198
H 0.027 4.505 -0.416 0.2874
H -0.098 3.343 -1.716 0.4355
H 2.225 3.586 -0.821 0.6747
H 1.520 1.699 -2.181 0.5236
H 1.107 0.743 -0.723 -0.0995
H 2.797 1.247 -1.056 0.4412
H 3.242 1.996 1.621 -0.2302
H 3.232 4.578 2.754 0.4381
H 3.207 4.872 1.005 0.2021
H 1.067 5.882 1.000 -0.1304
H 2.085 6.841 3.655 0.1337
H 1.415 7.765 2.301 0.3701
H 3.069 7.080 2.221 0.3096
H 0.741 0.468 4.215 -0.2558
H 0.660 -3.425 1.970 0.4390
H -0.424 -2.040 1.564 0.1508
H -0.005 -2.396 3.236 0.4426
H 3.491 -1.484 3.088 0.4426
H 2.539 -2.953 3.331 0.4461
H 3.349 -2.705 1.718 0.0908
Cl 3.165 5.737 5.208 -0.7793
C -4.046 -2.805 -3.410 -1.4011
C -3.309 -3.707 -2.444 -0.4148
N -1.871 -3.986 -2.795 0.9815
C -1.837 -4.686 -4.120 -1.1628
C -1.297 -4.987 -1.817 -0.7095
C -1.150 -4.556 -0.367 -1.0581
C -1.009 -2.756 -2.961 0.7908
C -0.960 -1.749 -1.840 0.7384
O -2.235 -1.176 -1.605 -0.3586
C -2.448 -0.750 -0.261 -0.2279
H -4.149 -3.254 -4.397 0.3925
H -5.052 -2.642 -3.025 0.4275
H -3.574 -1.833 -3.516 0.2581
H -3.798 -4.683 -2.405 0.5530
H -3.330 -3.288 -1.444 0.1896
H -2.482 -5.561 -4.061 0.4291
H -0.806 -4.980 -4.325 0.2088
H -2.175 -4.008 -4.895 0.3824
H -0.323 -5.275 -2.214 0.3193
H -1.960 -5.852 -1.874 0.4185
H -0.225 -4.009 -0.205 0.2231
H -1.076 -5.453 0.247 0.5576
H -1.986 -3.970 0.011 0.2247
H -1.362 -2.260 -3.865 1.3195
H 0.032 -3.141 -3.154 -2.2635
H -0.275 -0.959 -2.178 -0.3282
H -0.534 -2.162 -0.928 -0.0702
H -1.516 -0.603 0.282 -0.2729
H -3.057 -1.493 0.268 0.2687
H -2.995 0.190 -0.282 0.3190
K 2.531 3.927 -2.408 0.7919
Cl 5.249 -3.248 1.501 -0.8050
Li 1.556 -3.114 -4.207 -0.5799
F 0.240 5.998 5.381 -0.0779
Cl -0.951 7.068 5.188 0.0333
```